1.
12
Properties=species:S:1:pos:R:3:lowdin_charge:R:1 method="wB97M-V/def2-TZVPD" smiles="C=C1C(=O)N=CN1O" molar_mass_g_mol=112.09
C 0.2905 -1.5794 0.1023 -0.1394
C -1.5104 -0.5120 -0.2392 -0.3504
C -0.2958 0.4636 -0.0702 -0.1739
C -0.3434 1.7878 -0.1221 0.1076
H 2.8016 0.0338 0.1540 0.1947
H 0.8422 -2.4741 0.4416 0.1361
H 0.3929 2.5352 0.2217 0.0967
H -1.3380 2.0002 -0.1519 0.0370
N 0.8838 -0.4027 0.5954 0.0178
N -0.9380 -1.7386 -0.4092 0.1662
O 1.9340 -0.0475 -0.5496 -0.1116
O -2.7194 -0.0665 0.0272 0.0191

2.
11
Properties=species:S:1:pos:R:3:lowdin_charge:R:1 method="wB97M-V/def2-TZVPD" smiles=Sc1ccc[nH]1 molar_mass_g_mol=99.16
C -0.7681 0.0665 -0.1261 -0.6926
C 0.1006 1.1374 -0.0167 -0.1264
C 1.3314 0.4716 0.1514 -0.1632
C 1.2528 -0.8930 0.0432 -0.1413
H -2.6814 1.2811 -0.3235 0.0058
H -0.3387 2.0984 -0.3791 0.1116
H 2.3482 1.0095 0.6620 0.1598
H 1.8709 -1.7413 0.2395 0.1004
H -0.4662 -2.0327 -0.3465 0.1136
N -0.1004 -1.1638 -0.0660 -0.0291
S -2.5489 -0.2337 0.1618 0.6614

3.
142
Properties=species:S:1:pos:R:3:lowdin_charge:R:1 method="wB97M-V/def2-TZVPD" smiles="CCOC(=O)C(F)(F)F.CCOC(=O)C(F)(F)F.CCOC(=O)C(F)(F)F.CCOC(=O)C(F)(F)F.c1cc[nH]c1.c1cc[nH]c1.c1cc[nH]c1.c1cc[nH]c1.c1cc[nH]c1.c1ccccc1.c1ccccc1.c1ccccc1" molar_mass_g_mol=1138.10
N -13.1507 -20.3765 2.5731 0.0329
C -12.2388 -19.3575 2.2136 -0.0981
C -11.0187 -20.0040 2.1501 -0.1241
C -11.1416 -21.3783 2.4279 -0.0996
C -12.4739 -21.5951 2.5644 -0.1463
H -14.1452 -20.2162 2.6457 0.1138
H -12.6546 -18.4065 1.9150 0.0848
H -10.0950 -19.4863 1.9377 0.0771
H -10.3684 -22.1289 2.4995 0.0639
H -12.9969 -22.4717 2.9172 0.0935
N -15.9239 -25.8580 3.7652 0.0019
C -15.0531 -24.9821 3.2701 -0.1651
C -13.7683 -25.4076 3.4952 -0.1241
C -13.9472 -26.6141 4.1522 -0.1480
C -15.2880 -26.9524 4.3352 -0.0878
H -16.9326 -25.8108 3.7863 0.1523
H -15.3654 -24.0775 2.7694 0.1073
H -12.8816 -24.8777 3.1799 0.0805
H -13.1739 -27.3605 4.2587 0.0877
H -15.8353 -27.8085 4.7011 0.1051
N -9.1033 -25.0208 5.5452 0.0169
C -7.8660 -24.3425 5.4689 -0.1063
C -7.8244 -23.6772 4.2594 -0.1085
C -8.9354 -24.1516 3.5200 -0.1328
C -9.6817 -25.0018 4.2950 -0.1307
H -9.5267 -25.3626 6.3961 0.1415
H -7.1454 -24.2012 6.2609 0.1040
H -7.0222 -23.0240 3.9492 0.0793
H -9.2332 -23.9038 2.5118 0.0602
H -10.6315 -25.4855 4.1210 0.0977
N -8.6499 -17.2877 3.2414 0.0125
C -9.9395 -16.9495 3.0315 -0.1666
C -9.9792 -15.9411 2.0759 -0.1131
C -8.6522 -15.5482 1.8017 -0.0945
C -7.7967 -16.4120 2.5648 -0.1068
H -8.2900 -17.9883 3.8736 0.1103
H -10.7723 -17.4658 3.4855 0.0914
H -10.9073 -15.5137 1.7261 0.0800
H -8.3721 -14.7054 1.1872 0.0830
H -6.7214 -16.5095 2.5394 0.0909
N -8.0679 -20.2013 4.9942 0.0450
C -6.8697 -19.7071 5.3347 -0.1856
C -6.8153 -19.3827 6.6718 -0.1213
C -8.0207 -19.7432 7.2329 -0.1103
C -8.8013 -20.1108 6.1766 -0.1348
H -8.3738 -20.5027 4.0801 0.1296
H -6.0807 -19.6032 4.6046 0.1073
H -5.9010 -19.0228 7.1200 0.0967
H -8.1903 -19.5577 8.2833 0.1047
H -9.8553 -20.2670 6.3531 0.0887
C -15.3711 -13.5791 1.8907 -0.0777
C -15.0278 -14.4505 0.8444 -0.1035
C -14.2778 -15.5990 1.0884 -0.0747
C -13.8798 -15.8601 2.4206 -0.1143
C -14.1255 -14.9889 3.4415 -0.1084
C -14.8176 -13.8170 3.1840 -0.0756
H -15.9439 -12.7049 1.6185 0.0938
H -15.3763 -14.0559 -0.0986 0.0966
H -14.1906 -16.3420 0.3094 0.0944
H -13.2843 -16.7063 2.7301 0.0659
H -13.7635 -15.1577 4.4449 0.1053
H -14.9414 -13.0120 3.8932 0.0964
C -14.4831 -18.9992 6.4811 -0.1022
C -13.5848 -18.1376 7.1364 -0.0832
C -13.9731 -17.4548 8.3001 -0.0875
C -15.2269 -17.7101 8.8648 -0.0854
C -16.0431 -18.6892 8.2661 -0.0734
C -15.6633 -19.3183 7.0700 -0.0905
H -14.1646 -19.2926 5.4918 0.0915
H -12.6361 -17.8985 6.6790 0.0928
H -13.2989 -16.7508 8.7652 0.0969
H -15.6063 -17.1818 9.7270 0.0992
H -17.0426 -18.7765 8.6659 0.1002
H -16.3337 -20.0135 6.5867 0.0788
C -4.2627 -21.3941 1.4047 -0.0902
C -5.5666 -21.9573 1.4740 -0.0886
C -6.6850 -21.1320 1.4621 -0.0995
C -6.5190 -19.7451 1.4060 -0.1032
C -5.2506 -19.1997 1.2624 -0.0857
C -4.0941 -20.0373 1.2421 -0.0818
H -3.4977 -22.1317 1.2122 0.0973
H -5.5983 -23.0351 1.5337 0.0965
H -7.6650 -21.5837 1.5070 0.0797
H -7.3266 -19.0281 1.4076 0.0824
H -5.1652 -18.1474 1.0348 0.0926
H -3.1734 -19.5958 0.8901 0.0971
C -13.4642 -23.7354 -1.3289 -0.0498
C -13.9351 -22.6075 -0.4009 -0.2327
O -14.8489 -21.8144 -1.1329 -0.0092
C -15.5750 -20.8143 -0.4085 -0.2205
O -15.6209 -20.6745 0.8447 0.0855
C -16.4591 -19.9010 -1.2823 -0.5309
F -17.7081 -20.3426 -1.0931 0.1728
F -16.2796 -18.6440 -0.8397 0.1599
F -16.1489 -20.0172 -2.5952 0.1560
H -12.6930 -24.2928 -0.7973 0.0738
H -13.1261 -23.2190 -2.2273 0.0766
H -14.3184 -24.3397 -1.6343 0.0793
H -13.0610 -21.9935 -0.1837 0.1210
H -14.4635 -22.8916 0.5092 0.1096
C -7.8334 -25.8156 -4.6696 -0.0628
C -8.8055 -24.8694 -4.0672 -0.2331
O -8.4509 -24.5469 -2.7655 0.0843
C -9.3410 -24.1687 -1.9382 -0.3803
O -10.5529 -24.0441 -2.1901 0.1264
C -8.7288 -23.9801 -0.5907 -0.5982
F -9.2784 -22.9887 0.0611 0.1862
F -9.0018 -25.0458 0.1378 0.1748
F -7.4014 -23.9722 -0.5350 0.1813
H -8.0098 -26.8345 -4.3248 0.0855
H -6.7727 -25.5732 -4.7339 0.0882
H -8.1824 -25.8574 -5.7014 0.0835
H -9.7775 -25.3622 -4.0883 0.1338
H -8.9152 -23.9988 -4.7139 0.1404
C -17.6219 -17.0654 3.2682 -0.0415
C -17.7271 -18.6011 3.0459 -0.1609
O -18.1426 -19.2620 4.2892 -0.0024
C -18.1516 -20.6081 4.4671 -0.2977
O -17.7268 -21.4464 3.6273 0.0914
C -18.8399 -21.0658 5.8474 -0.5062
F -19.2271 -20.0987 6.6928 0.1550
F -19.9748 -21.7709 5.5851 0.1377
F -17.9567 -21.8546 6.4781 0.1483
H -17.0307 -16.5714 2.4972 0.0640
H -17.1102 -16.8923 4.2149 0.0787
H -18.6155 -16.6220 3.2031 0.0754
H -16.7532 -18.9619 2.7152 0.1012
H -18.4516 -18.8317 2.2648 0.1265
C -12.9934 -23.1788 6.1563 -0.0591
C -12.2281 -22.2610 7.1190 -0.1770
O -13.1248 -21.9250 8.1991 -0.0258
C -12.7024 -21.8373 9.5232 -0.2970
O -11.5491 -22.0091 9.8750 0.1393
C -13.9098 -21.4459 10.4270 -0.5362
F -13.7896 -20.1502 10.6899 0.1653
F -15.0773 -21.4627 9.7878 0.1572
F -14.0145 -22.1815 11.5565 0.1604
H -13.3887 -24.1598 6.4198 0.0790
H -12.2703 -23.2565 5.3444 0.0551
H -13.8875 -22.7588 5.6954 0.0709
H -12.0184 -21.2968 6.6558 0.1107
H -11.3402 -22.7502 7.5194 0.1187

4.
13
Properties=species:S:1:pos:R:3:lowdin_charge:R:1 method="wB97M-V/def2-TZVPD" smiles=Cn1nnc(F)c1N molar_mass_g_mol=116.10
C -1.8553 0.2830 0.0345 -0.3338
C -0.4094 0.5948 -0.0786 -0.2898
C 1.4752 -1.1202 -0.0931 -0.0418
N -1.9680 -0.9833 0.2965 0.0430
N -0.8150 -1.5528 0.3044 0.0016
N 0.1709 -0.5929 0.0545 -0.1374
N 0.1328 1.7945 -0.2373 0.1305
F -2.8024 1.1825 -0.0654 0.0987
H 2.1954 -0.4780 -0.5147 0.0587
H 1.7446 -1.4585 0.9068 0.0885
H 1.5236 -2.0361 -0.8630 0.1408
H -0.5048 2.4603 0.2909 0.1445
H 1.1125 1.9069 -0.0354 0.0963

| no. | orbital gap (eV) |
| --- | --- |
| 1 | 8.883 |
| 2 | 8.262 |
| 3 | 8.396 |
| 4 | 8.548 |